[1]
Here is a gas-phase ion, C6H11N2S2 (charge +1) from the Open Molecules 2025 dataset. Energies are from ωB97M-V/def2-TZVPD.

Results
Molar mass: 175.30 g mol⁻¹
Gap between HOMO and LUMO: 8.59 eV
ΔE to the lowest compared entry with this formula, charge and spin: 94.91 kcal per mole
Highest occupied orbital energy: -11.78 eV
Charge: +1
F_max: 3.657 eV Å⁻¹
Structure (SMILES): N[C@H]([NH3+])[C@]1(S)C=CC=C1S

Geometry (Å):
H (2.415, 0.799, 1.988)
H (0.033, -2.251, -2.487)
H (-0.476, -1.962, 0.922)
H (-2.513, 2.711, 1.683)
C (-0.763, -1.035, -0.826)
C (0.477, 1.773, 1.765)
C (-0.172, 0.247, -0.076)
S (0.015, 1.487, -1.426)
C (1.552, 0.759, 1.440)
H (1.239, -1.735, -1.543)
C (1.184, -0.035, 0.444)
H (-1.615, -2.728, -0.034)
H (0.760, 2.433, 2.482)
N (-0.825, -2.168, -0.038)
H (-1.633, -0.666, -1.338)
H (0.792, 2.216, -0.773)
S (-2.380, 1.481, 1.258)
C (-0.658, 1.436, 1.183)
H (1.728, -0.842, 0.134)
H (0.508, -0.590, -2.737)
N (0.333, -1.329, -2.021)

Force components x, y, z for each atom (eV/Å):
H 2.2 -0.2 1.0
H 0.0 1.9 0.5
H -0.4 -0.6 -1.1
H -0.3 0.9 0.4
C 0.8 2.2 0.7
C 0.9 -3.2 -1.4
C 1.0 1.3 0.5
S -2.1 -1.4 -2.2
C -2.9 1.4 -1.1
H -1.9 1.7 -1.1
C -0.8 1.0 1.2
H -1.8 -1.1 -0.2
H -0.2 2.3 2.0
N 2.2 1.5 1.6
H -0.6 -0.6 -0.5
H 1.9 1.8 1.4
S 0.3 -0.1 -0.3
C -0.8 -3.1 -1.8
H 1.5 -1.8 -0.8
H 0.0 -0.4 0.9
N 0.8 -3.4 0.5

These are the Löwdin partial charges, in e, on atoms 1 to 4: 0.091 0.181 0.137 -0.124

[2]
Here is a molecular structure, C6H11N3 from the Open Molecules 2025 dataset. Energies are from ωB97M-V/def2-TZVPD.

Results
Molar mass: 125.17 g mol⁻¹
Gap between HOMO and LUMO: 8.16 eV
ΔE to the lowest compared entry with this formula, charge and spin: 248.82 kcal per mole
Highest occupied orbital energy: -7.90 eV
Charge: 0
F_max: 7.847 eV Å⁻¹

Geometry (Å):
H (1.683, -0.253, 2.159)
C (-0.655, -0.855, 2.368)
N (0.316, 1.855, -1.171)
N (-0.254, -0.227, -2.318)
C (-0.003, 1.060, -2.401)
H (-0.518, 2.753, -1.559)
C (0.199, -2.250, 2.094)
H (0.976, -2.659, 3.138)
H (-0.230, -3.093, 1.309)
H (-1.752, -0.690, 2.188)
H (-0.714, -0.759, -3.553)
H (0.570, 2.652, -2.895)
N (-0.157, 1.954, -3.532)
C (0.657, -0.827, 1.568)
C (0.052, 1.259, 0.174)
H (-0.691, -0.784, -1.572)
C (0.392, -0.104, 0.246)
H (-0.096, 1.904, 1.072)
H (-0.513, -0.162, 3.355)
H (0.739, -0.775, -0.669)

Force components x, y, z for each atom (eV/Å):
H -3.3 -2.1 -1.6
C 1.5 0.2 3.8
N -4.7 1.8 -0.4
N -2.6 -4.1 -6.0
C -1.4 5.2 -2.3
H 3.3 -3.3 2.4
C 0.8 0.8 1.3
H -2.8 1.1 -3.8
H 1.1 2.4 2.4
H 1.5 -0.5 -1.3
H 1.9 2.5 4.8
H -2.3 -1.0 -3.4
N 3.9 -2.2 6.5
C -0.1 2.3 1.1
C 2.1 -3.3 -2.1
H 0.3 1.3 -0.5
C 1.3 -0.2 -0.4
H 0.0 -0.5 -1.1
H -0.2 -2.6 -1.6
H -0.5 2.2 2.2

These are the Löwdin partial charges, in e, on atoms 1 to 4: 0.199 -0.199 -0.059 0.033

[3]
Here is a single C6H11N3 molecule from the Open Molecules 2025 dataset. Energies are from ωB97M-V/def2-TZVPD.

Results
Molar mass: 125.17 g mol⁻¹
Gap between HOMO and LUMO: 7.33 eV
ΔE to the lowest compared entry with this formula, charge and spin: 73.82 kcal per mole
Highest occupied orbital energy: -6.42 eV
Charge: 0
F_max: 1.852 eV Å⁻¹
Structure (SMILES): C#CCN/C(N)=C(\C)N

Geometry (Å):
H (0.554, -2.311, 1.498)
H (0.055, 1.705, 1.894)
H (-0.483, 2.806, 0.604)
H (0.820, -1.170, -1.888)
H (1.609, -0.893, 1.416)
H (-2.196, 1.378, 0.313)
C (2.008, 1.330, -0.576)
C (0.956, 1.364, 0.029)
H (1.304, -2.334, -0.802)
C (-1.090, -0.205, -0.270)
C (0.044, -0.935, -0.052)
N (-1.789, -0.287, -1.477)
N (0.531, -1.759, -1.109)
H (2.985, 1.532, -0.926)
H (-0.012, -0.734, 2.089)
C (0.575, -1.233, 1.322)
H (-1.696, -1.199, -1.904)
H (-2.609, 0.300, -1.556)
N (-1.357, 0.877, 0.565)
C (-0.211, 1.767, 0.831)

Force components x, y, z for each atom (eV/Å):
H -0.1 0.0 0.1
H 0.1 0.1 -0.2
H 0.1 -0.1 0.1
H 0.2 -0.2 0.0
H 0.1 -0.1 0.1
H 0.1 0.0 0.1
C -1.0 0.5 1.0
C 1.4 0.8 -0.7
H 0.0 0.1 -0.1
C 1.4 -0.6 -0.3
C -1.7 -0.7 0.4
N 0.6 0.4 0.5
N -0.2 0.3 0.0
H 0.2 -0.3 -0.4
H -0.1 -0.1 0.1
C 0.2 0.5 -0.4
H -0.6 0.2 -0.1
H 0.1 -0.6 -0.3
N -0.4 0.3 0.2
C -0.5 -0.5 0.0

These are the Löwdin partial charges, in e, on atoms 1 to 4: 0.077 0.113 0.121 0.076

[4]
Here is a molecular structure, C6H11N3 from the Open Molecules 2025 dataset. Energies are from ωB97M-V/def2-TZVPD.

Results
Molar mass: 125.17 g mol⁻¹
Gap between HOMO and LUMO: 9.12 eV
ΔE to the lowest compared entry with this formula, charge and spin: 202.32 kcal per mole
Highest occupied orbital energy: -8.51 eV
Charge: 0
F_max: 8.165 eV Å⁻¹

Geometry (Å):
C (2.857, 0.916, 0.694)
C (-0.944, -1.850, 0.752)
H (-1.915, -1.267, -1.352)
H (3.175, 1.737, -0.608)
H (3.968, 0.722, 1.188)
N (-1.501, 0.268, -0.049)
H (-1.306, 1.220, -2.036)
N (-0.248, 0.676, 0.510)
N (2.073, -0.392, 0.495)
H (-0.777, -1.573, 1.718)
H (-2.896, 0.822, -1.625)
C (0.066, -1.364, -0.292)
H (-0.967, -2.986, 0.581)
C (-1.283, -0.935, -0.476)
C (0.843, -0.170, 0.306)
H (1.969, 1.705, 1.459)
H (-1.917, 2.100, -0.853)
C (-1.937, 1.109, -1.096)
H (0.853, -1.934, -0.863)
H (-0.113, 1.195, 1.547)

Force components x, y, z for each atom (eV/Å):
C -0.5 1.8 0.6
C 0.5 -4.4 -5.1
H 0.7 0.1 1.4
H -1.2 -2.6 3.7
H -3.3 0.7 -1.1
N -0.2 6.0 2.3
H 0.4 -1.0 0.9
N 2.9 4.5 4.3
N 2.5 4.1 -0.2
H -0.1 1.2 2.3
H 0.6 0.1 1.6
C 4.8 0.2 0.5
H -0.7 1.8 0.5
C -1.6 -7.9 -1.1
C -4.2 -3.8 -2.1
H 3.5 -1.9 -2.2
H -0.7 2.6 1.4
C -0.3 0.1 -4.2
H -1.8 -0.1 0.3
H -1.5 -1.6 -3.9

These are the Löwdin partial charges, in e, on atoms 1 to 4: -0.187 0.001 0.179 0.157

[5]
Here is a single C6H11N3 molecule from the Open Molecules 2025 dataset. Energies are from ωB97M-V/def2-TZVPD.

Results
Molar mass: 125.17 g mol⁻¹
Gap between HOMO and LUMO: 8.16 eV
ΔE to the lowest compared entry with this formula, charge and spin: 125.89 kcal per mole
Highest occupied orbital energy: -7.66 eV
Charge: 0
F_max: 4.080 eV Å⁻¹
Structure (SMILES): [H]/N=C(/C)[C@]1(C)C(=C)N1N

Geometry (Å):
C (-0.576, 1.038, 0.136)
H (-0.882, -2.356, -0.226)
H (-2.176, -0.187, 2.753)
H (1.424, -0.629, -2.103)
N (-0.737, 0.006, 1.428)
C (1.386, -0.115, -0.012)
C (-0.936, -1.379, -0.717)
H (-0.502, -1.437, -1.716)
C (-0.398, 2.308, -0.120)
H (-2.032, -1.501, 1.787)
H (-1.169, 3.047, 0.081)
C (-0.233, -0.351, 0.121)
H (1.595, -0.333, 1.862)
H (2.967, -0.138, -1.447)
C (1.896, 0.069, -1.408)
H (-1.991, -1.138, -0.875)
N (-1.991, -0.483, 1.798)
H (1.717, 1.089, -1.752)
N (2.142, -0.224, 1.001)
H (0.493, 2.713, -0.592)

Force components x, y, z for each atom (eV/Å):
C -1.4 -1.7 2.0
H 0.1 0.1 -0.2
H 0.3 0.0 -0.2
H -0.1 0.2 0.1
N 0.1 2.3 -0.8
C -1.1 -3.3 1.4
C -0.2 0.0 -0.4
H 0.1 -0.1 0.2
C -0.5 0.8 -0.2
H 0.2 0.2 -0.1
H 0.4 0.1 1.1
C 3.5 1.5 -1.4
H -0.1 -0.2 -0.2
H -0.1 0.2 0.2
C 0.1 -0.1 0.0
H 0.1 0.1 0.2
N -1.0 -0.5 0.0
H 0.0 -0.1 -0.1
N 0.0 0.9 -0.5
H -0.3 -0.4 -1.0

These are the Löwdin partial charges, in e, on atoms 1 to 4: -0.127 0.088 0.082 0.069

[6]
Here is a molecular structure, C6H11N3 from the Open Molecules 2025 dataset. Energies are from ωB97M-V/def2-TZVPD.

Results
Molar mass: 125.17 g mol⁻¹
Gap between HOMO and LUMO: 9.13 eV
ΔE to the lowest compared entry with this formula, charge and spin: 97.33 kcal per mole
Highest occupied orbital energy: -20.06 eV
Charge: +2
F_max: 5.119 eV Å⁻¹

Geometry (Å):
H (2.536, 0.747, 1.678)
N (0.039, 2.024, 0.172)
H (2.338, -0.955, 0.953)
H (-1.516, 3.155, 0.628)
H (1.840, 0.041, -1.390)
C (-2.476, -1.219, -0.212)
H (2.377, 1.719, -0.627)
C (2.741, 0.044, 0.755)
C (-2.157, 1.101, 0.119)
C (-0.303, -0.243, -0.094)
H (-3.512, 1.345, -0.120)
H (3.780, 0.070, 0.473)
H (-3.557, -0.782, -0.099)
N (-1.594, -0.066, -0.060)
N (0.544, 0.828, -0.081)
C (1.924, 0.734, -0.449)
H (-2.446, -1.588, -1.265)
H (-2.248, -2.043, 0.356)
C (-1.215, 2.204, 0.311)
H (0.038, -1.300, -0.266)

Force components x, y, z for each atom (eV/Å):
H 0.7 -1.5 -1.6
N 2.5 0.0 0.0
H 0.4 0.1 0.0
H -0.6 1.4 0.1
H 0.9 1.5 1.5
C -3.7 1.5 -3.2
H -0.7 -0.3 -0.2
C -2.1 2.2 0.5
C -2.7 4.0 -0.9
C 3.8 -0.2 -0.7
H 4.6 -1.1 1.1
H 0.3 -0.2 0.1
H 2.1 -1.4 0.2
N -2.1 -0.4 0.5
N -3.6 -0.8 0.1
C 2.0 -2.7 -0.6
H 0.2 0.5 0.5
H 0.6 -1.5 2.1
C -2.6 -2.4 0.0
H 0.1 1.3 0.3

These are the Löwdin partial charges, in e, on atoms 1 to 4: 0.134 0.218 0.074 0.138

[7]
Here is a single C6H11N3O molecule from the Open Molecules 2025 dataset. Energies are from ωB97M-V/def2-TZVPD.

Results
Molar mass: 141.17 g mol⁻¹
Gap between HOMO and LUMO: 9.68 eV
ΔE to the lowest compared entry with this formula, charge and spin: 119.63 kcal per mole
Highest occupied orbital energy: -8.83 eV
Charge: 0
F_max: 3.713 eV Å⁻¹
Structure (SMILES): O/N=C\[C@]12C[C@H]1NCCN2

Geometry (Å):
H (-0.154, 2.358, 0.086)
H (2.329, 0.076, 2.497)
H (2.981, 0.657, 0.269)
O (-2.872, -0.571, -0.699)
H (-0.325, -1.666, -1.810)
H (-0.296, 1.999, -1.720)
C (-0.793, -0.663, -1.493)
C (1.668, -0.124, 1.643)
H (1.629, 0.379, -1.512)
H (0.125, 1.188, 2.339)
C (0.227, 0.127, 2.042)
C (1.141, 0.690, -0.584)
C (-0.263, 0.178, -0.381)
N (-1.987, -1.082, -1.628)
C (-0.016, 1.643, -0.728)
H (1.782, -1.191, 1.367)
N (-0.663, -0.229, 0.943)
H (-2.475, -0.786, 0.157)
N (2.018, 0.780, 0.555)
H (-0.035, -0.489, 2.913)
H (-1.610, 0.080, 1.131)

Force components x, y, z for each atom (eV/Å):
H 0.1 -0.2 -0.2
H -0.2 0.0 -0.2
H -0.2 0.0 0.1
O -1.2 0.7 0.2
H 1.1 2.2 -0.7
H 0.1 -0.1 0.3
C 0.5 -3.6 0.8
C 0.1 -0.3 0.1
H -0.2 0.0 0.2
H 0.1 -0.3 -0.1
C 0.1 0.2 0.4
C 0.0 -0.1 -0.2
C 0.3 0.6 -0.5
N -0.7 0.1 -0.1
C 0.0 0.2 0.0
H -0.1 0.2 0.1
N -0.3 -0.3 -0.1
H -0.1 -0.2 -0.2
N 0.1 0.1 0.1
H 0.1 0.1 -0.2
H 0.4 0.5 0.3

These are the Löwdin partial charges, in e, on atoms 1 to 4: 0.114 0.119 0.111 -0.067

[8]
Here is 2 unconnected molecules or ions with the total composition C6H11N3O from the Open Molecules 2025 dataset. Energies are from ωB97M-V/def2-TZVPD.

Results
Molar mass: 141.17 g mol⁻¹
Gap between HOMO and LUMO: 9.46 eV
ΔE to the lowest compared entry with this formula, charge and spin: 19.86 kcal per mole
Highest occupied orbital energy: -8.78 eV
Charge: 0
F_max: 2.781 eV Å⁻¹
Structure (SMILES): Cc1c[nH]cn1.CC(N)=O

Geometry (Å):
C (-0.835, 2.285, 1.429)
H (-1.845, -1.677, -1.599)
C (0.880, -0.760, -2.313)
H (-2.063, 2.175, 3.123)
N (0.337, 1.586, 1.354)
H (3.003, -0.699, 0.247)
N (2.211, -0.608, -1.855)
H (-0.801, -3.041, -1.680)
H (0.313, 0.630, 1.656)
C (2.288, -0.909, -0.539)
C (-1.923, 1.523, 2.270)
H (1.032, 1.960, 0.729)
N (1.115, -1.387, -0.161)
H (0.609, -0.326, -3.247)
C (0.257, -1.361, -1.212)
C (-0.976, -2.122, -1.127)
H (-1.233, -2.453, -0.112)
H (2.949, -0.063, -2.277)
O (-1.036, 3.405, 1.035)
H (-1.494, 0.579, 2.601)
H (-2.789, 1.261, 1.677)

Force components x, y, z for each atom (eV/Å):
C -1.1 -1.2 1.4
H -0.1 0.3 0.0
C 1.5 -0.7 2.3
H -0.7 -0.1 0.1
N -0.6 0.9 -0.2
H 0.7 0.0 -0.9
N 0.4 1.5 0.0
H -0.1 -0.3 -0.1
H 0.5 -0.2 -0.4
C -2.4 -0.6 0.2
C 1.8 0.1 -0.7
H 0.2 -0.3 0.1
N 0.5 -0.3 0.9
H -0.3 -0.3 -0.5
C 1.4 1.2 -1.1
C -1.3 -1.0 -0.1
H 0.2 0.5 -0.2
H -0.3 -0.1 -0.4
O 0.4 0.3 -0.6
H -0.1 -0.1 0.3
H -0.4 0.5 0.0

These are the Löwdin partial charges, in e, on atoms 1 to 4: -0.585 0.075 -0.014 0.077

[9]
Here is 2 unconnected molecules or ions with the total composition C6H11N3O from the Open Molecules 2025 dataset. Energies are from ωB97M-V/def2-TZVPD.

Results
Molar mass: 141.17 g mol⁻¹
Gap between HOMO and LUMO: 9.14 eV
ΔE to the lowest compared entry with this formula, charge and spin: 10.52 kcal per mole
Highest occupied orbital energy: -8.30 eV
Charge: 0
F_max: 1.006 eV Å⁻¹
Structure (SMILES): Cc1c[nH]cn1.CC(N)=O

Geometry (Å):
H (1.178, -0.238, 4.180)
H (2.009, -1.460, 3.332)
C (0.553, -0.652, 2.216)
C (-1.204, 2.214, -0.940)
H (-1.342, 0.197, 1.682)
O (0.647, -1.485, 1.335)
H (-0.638, 1.077, 2.969)
N (-0.384, -1.172, -1.975)
H (-0.319, -2.169, -1.838)
C (0.713, -0.449, -2.326)
H (-1.100, 2.252, 0.145)
H (0.173, 1.160, 1.418)
H (1.574, -1.009, -2.668)
C (-0.385, 0.502, 2.074)
C (-1.258, -0.301, -1.373)
N (0.560, 0.817, -2.067)
H (-0.759, 3.133, -1.318)
C (-0.664, 0.926, -1.471)
N (1.386, -0.665, 3.291)
H (-2.276, -0.592, -1.175)
H (-2.268, 2.237, -1.193)

Force components x, y, z for each atom (eV/Å):
H -0.2 0.2 -0.3
H -0.1 0.1 0.0
C -0.2 -0.4 -0.1
C -0.6 0.0 0.0
H 0.0 -0.2 -0.7
O 0.1 -0.1 0.0
H 0.5 -0.2 0.2
N 0.6 -0.2 0.2
H -0.4 0.1 -0.1
C -0.2 -1.0 0.2
H -0.2 0.0 0.0
H -0.3 0.3 -0.4
H 0.1 0.6 -0.2
C -0.1 0.5 0.7
C -0.3 0.0 -0.6
N 0.7 0.3 0.0
H 0.3 -0.3 -0.3
C -0.2 0.3 0.2
N 0.4 -0.4 0.5
H 0.1 0.0 0.4
H 0.0 0.2 0.3

These are the Löwdin partial charges, in e, on atoms 1 to 4: 0.099 0.106 -0.603 -0.047

[10]
Here is a single C6H11N3O molecule from the Open Molecules 2025 dataset. Energies are from ωB97M-V/def2-TZVPD.

Results
Molar mass: 141.17 g mol⁻¹
Gap between HOMO and LUMO (spin up / spin down): 6.25 / 8.02 eV
ΔE to the lowest compared entry with this formula, charge and spin: 11.49 kcal per mole
Highest occupied orbital energy (spin up / spin down): -5.45 / -8.51 eV
Spin multiplicity: 3
Charge: 0
Expectation value of S²: 2.02
F_max: 4.802 eV Å⁻¹

Geometry (Å):
H (-3.187, -0.269, -0.529)
H (-1.936, -2.028, 0.996)
C (1.923, 2.240, -0.269)
H (2.593, 2.323, 0.657)
C (1.496, -0.151, -0.182)
C (-1.037, -2.307, 0.478)
C (-0.510, 1.245, 0.030)
H (-2.776, -0.605, 1.225)
H (2.842, -0.709, -1.609)
H (-2.651, 1.054, 0.647)
N (-0.473, -1.103, -0.213)
C (-2.573, 0.010, 0.407)
C (0.954, 1.041, -0.165)
H (1.248, 3.081, -0.161)
N (2.452, -0.908, -0.677)
H (-1.041, -2.974, -0.340)
H (-0.305, -2.728, 1.285)
H (2.634, -1.815, -0.345)
H (2.570, 2.213, -1.195)
O (-1.081, 2.344, 0.009)
N (-1.141, 0.046, -0.048)

Force components x, y, z for each atom (eV/Å):
H 0.6 0.4 1.7
H -0.5 -0.9 -0.2
C 0.1 -0.3 0.8
H -0.7 -0.4 -1.3
C 0.2 -2.7 0.8
C 2.4 1.7 0.7
C 3.2 1.8 -1.4
H -0.2 -0.7 1.2
H 0.0 -0.1 0.5
H -1.1 0.4 0.2
N -0.6 -0.3 1.1
C 0.7 1.5 -3.8
C 0.8 2.6 -0.1
H 0.3 0.7 -0.7
N 0.4 2.0 -1.3
H -0.8 -1.4 -0.4
H -0.9 0.9 -1.4
H 0.1 -1.0 0.5
H -0.9 0.3 1.0
O 0.3 -1.5 0.6
N -3.3 -3.0 1.7

These are the Löwdin partial charges, in e, on atoms 1 to 4: 0.132 0.032 -0.052 0.091